The molecule C24H26O6, computed with ωB97M-V/def2-TZVPD.

```
56
Properties=species:S:1:pos:R:3:forces:R:3
C 0.52886 5.87444 0.08384 -0.05 0.21 0.28
H -0.28585 5.44531 0.67342 0.02 0.00 -0.06
H 0.27678 6.89546 -0.19809 0.00 -0.01 0.07
H 1.44005 5.87492 0.69196 -0.04 -0.02 -0.04
O 0.72124 5.16659 -1.12919 0.19 -0.64 -0.38
C 1.03430 3.81847 -0.94116 -0.12 0.12 0.19
C 0.06719 2.85531 -0.70958 0.44 0.38 0.08
C 0.48196 1.52662 -0.46386 0.20 -0.12 -0.02
C 1.84617 1.20829 -0.57655 -0.36 0.74 -0.13
C 2.79560 2.17798 -0.88516 0.05 0.01 0.00
C 2.39808 3.48820 -1.04886 -0.41 -0.15 0.05
O 3.29521 4.45138 -1.33384 0.03 0.10 -0.01
H 2.79729 5.27155 -1.49348 0.04 -0.19 0.02
H 3.83163 1.90221 -0.98326 0.16 -0.04 -0.01
O 2.33672 -0.03730 -0.40531 0.19 -0.13 -0.02
C 1.50134 -1.05188 -0.08508 -0.48 -0.67 0.25
C 2.05993 -2.30839 0.06071 0.22 0.12 -0.06
C 1.25714 -3.38137 0.43147 -0.25 0.56 -0.06
C -0.11306 -3.21125 0.65603 -0.38 -0.12 -0.03
C -0.67265 -1.94362 0.50576 0.53 -0.15 -0.09
C 0.13238 -0.84015 0.12632 -0.06 0.21 -0.05
C -0.44634 0.48398 -0.02341 0.32 -0.23 0.08
O -1.63374 0.70131 0.25119 -0.07 -0.03 0.04
O -1.98067 -1.78146 0.73419 -0.08 0.17 -0.02
H -2.17448 -0.81119 0.60411 0.12 -0.17 0.04
C -0.99058 -4.37649 1.05554 0.03 0.23 -0.05
C -0.44942 -5.17230 2.21580 -0.24 -0.12 0.03
C -0.09633 -4.66542 3.39370 0.13 -0.13 0.08
C 0.44853 -5.52860 4.49029 -0.05 -0.06 -0.14
H 0.53174 -6.56715 4.17942 0.03 -0.08 0.00
H 1.43422 -5.17140 4.78815 0.08 0.00 0.09
H -0.19917 -5.47860 5.36525 -0.01 0.01 0.11
C -0.18544 -3.20397 3.71559 -0.08 -0.05 -0.06
H -1.02090 -2.73737 3.20132 -0.07 0.14 -0.03
H 0.72737 -2.69288 3.40725 0.07 0.09 0.01
H -0.30591 -3.05936 4.78697 -0.02 0.04 0.09
H -0.38511 -6.24462 2.06790 0.05 -0.15 0.09
H -1.97356 -3.97179 1.30717 0.01 -0.12 -0.09
H -1.12323 -5.03775 0.19351 -0.08 0.01 0.04
O 1.85558 -4.58172 0.57049 -0.02 -0.08 -0.13
H 1.22485 -5.20654 0.96268 0.18 0.13 0.05
H 3.11329 -2.45783 -0.10156 0.17 0.00 -0.01
C -1.38316 3.23730 -0.79135 -0.18 0.12 -0.04
C -2.13572 2.42168 -1.81270 -0.14 0.10 -0.02
C -1.79387 2.27025 -3.08614 -0.14 -0.01 -0.11
C -2.61059 1.41989 -4.01395 0.02 0.02 0.19
H -3.43600 0.94518 -3.48997 -0.08 -0.07 0.01
H -3.01310 2.02428 -4.82663 -0.03 0.01 -0.12
H -1.98517 0.64437 -4.45626 0.01 -0.10 -0.11
C -0.58759 2.90881 -3.71211 -0.05 0.01 0.13
H -0.75016 3.05545 -4.77807 0.03 0.04 -0.08
H -0.36670 3.87046 -3.25716 0.08 0.12 -0.02
H 0.28841 2.26972 -3.59073 0.12 -0.03 -0.06
H -3.02158 1.92759 -1.44408 -0.10 -0.10 -0.04
H -1.85623 3.08886 0.18040 0.02 0.11 -0.06
H -1.44957 4.29454 -1.06285 0.03 -0.04 0.11
```
Positions in Å, forces in eV/Å.

The largest force on an atom is 0.9 eV Å⁻¹. For the energy relative to the best compared isomer or geometry (same formula, charge and spin), the calculation gives 0.0 kJ/mol. Its total charge is 0. The value obtained for the HOMO-LUMO gap is 8.37 eV. Its SMILES is COc1c(O)cc2oc3cc(O)c(CC=C(C)C)c(O)c3c(=O)c2c1CC=C(C)C. The value obtained for the highest occupied orbital energy is -8.17 eV.

***

C42H41Cl5N4OPdTe as an isolated structure, computed with ωB97M-V/def2-TZVPD.

```
95
Properties=species:S:1:pos:R:3:forces:R:3
Pd 2.31724 -1.77195 -1.50784 1.71 0.01 -1.24
C -1.67275 -3.36432 -1.19313 0.12 -0.05 0.12
C -1.62966 -4.25772 -2.24907 0.07 -0.02 -0.06
C -0.40930 -4.56325 -2.83883 -0.20 -0.13 0.00
C 0.73646 -3.95500 -2.36564 0.13 0.07 0.16
N 0.67613 -3.05536 -1.36350 -0.31 0.59 -0.30
C -0.48960 -2.77126 -0.78480 -0.05 -0.34 0.03
C 2.10861 -4.23960 -2.85934 0.14 -0.09 0.02
C 2.39941 -5.12986 -3.87722 -0.19 -0.05 0.07
C 3.72386 -5.40596 -4.17953 0.15 0.07 0.03
C 4.72763 -4.76992 -3.46794 -0.20 -0.19 -0.07
C 4.36489 -3.86300 -2.48776 0.13 0.20 0.13
N 3.09335 -3.59576 -2.19927 -0.12 0.22 0.02
H -2.60086 -3.11953 -0.69650 -0.01 -0.01 -0.02
H -2.53814 -4.72145 -2.60879 0.01 -0.02 -0.02
H -0.35787 -5.26686 -3.65656 -0.03 -0.02 0.02
H -0.46611 -2.05902 0.03408 0.09 0.04 -0.18
H 1.60170 -5.60005 -4.43287 0.02 -0.08 0.02
H 3.96743 -6.11910 -4.95510 -0.01 0.04 -0.05
H 5.77112 -4.96067 -3.67122 0.00 0.01 0.04
H 5.10928 -3.32882 -1.91309 -0.02 0.18 -0.06
Cl 1.75211 2.86109 -2.66155 0.00 0.02 0.09
C 2.25393 2.34003 -1.10008 -0.03 0.01 -0.05
C 1.97932 1.02350 -0.72081 -0.08 0.18 -0.12
C 2.36411 0.63573 0.56227 -0.07 0.11 -0.27
Cl 1.99358 -0.98166 1.03291 -0.20 0.08 1.06
C 3.04380 1.48518 1.42523 -0.03 0.04 0.01
Cl 3.50223 0.94167 2.98824 -0.03 0.02 0.06
C 3.32320 2.78684 1.01784 0.08 -0.10 -0.03
Cl 4.15088 3.85689 2.07092 0.00 0.03 0.04
C 2.92055 3.21473 -0.24736 -0.02 -0.04 -0.04
Cl 3.24531 4.82116 -0.74893 -0.01 0.02 0.01
C -0.51736 -0.58521 -2.96581 0.09 0.04 0.02
C 0.04793 0.12704 -1.75657 1.87 -0.61 -0.91
O -0.68998 0.71105 -0.98650 -1.14 0.81 1.08
N 1.42167 0.13312 -1.65658 -0.83 -0.65 0.73
Te -1.39218 0.45012 1.69752 -0.55 0.67 0.17
C -2.86559 0.06674 3.20043 -0.20 -0.21 0.08
C -3.79684 -0.96732 3.04931 -0.01 -0.21 -0.13
C -3.85798 -1.89383 1.85725 -0.03 0.15 0.22
C -4.73738 -1.19198 4.05560 0.05 0.02 -0.11
C -4.77510 -0.43063 5.20854 -0.08 -0.03 0.09
C -5.78918 -0.68702 6.28933 0.04 0.00 -0.06
C -3.82590 0.57511 5.35404 0.10 0.01 -0.11
C -2.87545 0.83747 4.37846 0.09 0.18 0.06
C -1.88135 1.93749 4.63479 -0.16 0.03 -0.14
C -2.14428 2.33737 1.09868 0.07 0.28 -0.12
C -3.39192 2.44022 0.47864 -0.20 -0.12 -0.02
C -4.30603 1.26402 0.26924 0.03 0.09 0.13
C -3.80487 3.68465 0.00305 0.01 -0.23 0.07
C -3.01338 4.81417 0.11465 0.03 0.14 -0.04
C -3.45536 6.14016 -0.44219 -0.01 -0.07 0.04
C -1.77125 4.68330 0.72448 0.00 -0.07 0.06
C -1.31655 3.46538 1.21086 0.35 0.04 0.07
C 0.06191 3.40769 1.81677 -0.20 -0.05 0.00
H -1.53499 -0.90718 -2.76374 -0.05 0.01 -0.02
H 0.09568 -1.42953 -3.27722 0.00 0.11 -0.06
H -0.53804 0.13195 -3.78889 0.02 0.02 0.02
H -3.03523 -1.71089 1.16984 0.07 -0.08 -0.18
H -4.79675 -1.76093 1.31452 0.08 0.03 -0.04
H -3.81508 -2.93320 2.18906 0.06 0.05 -0.05
H -5.45755 -1.99359 3.92477 0.04 0.02 -0.02
H -6.46599 -1.49443 6.01401 0.01 0.02 0.01
H -6.38218 0.20792 6.48312 0.01 -0.01 -0.01
H -5.29504 -0.95804 7.22381 0.00 0.00 -0.02
H -3.81897 1.16597 6.26409 0.03 0.01 -0.04
H -1.84823 2.18018 5.69641 0.07 -0.01 -0.07
H -2.15668 2.84420 4.08960 0.03 0.00 -0.02
H -0.88162 1.64286 4.31700 0.17 0.03 0.07
H -3.73223 0.34954 0.12370 -0.06 -0.13 -0.12
H -4.92984 1.42440 -0.61030 0.05 -0.08 0.04
H -4.96369 1.12072 1.13016 0.02 -0.03 0.01
H -4.76886 3.75876 -0.48933 0.03 -0.04 0.02
H -4.48224 6.09581 -0.80175 0.02 0.01 0.01
H -2.81619 6.43664 -1.27601 0.00 -0.02 0.02
H -3.38839 6.92353 0.31385 0.00 -0.02 0.00
H -1.12900 5.55407 0.80930 0.00 -0.07 0.01
H 0.58161 4.35484 1.66604 0.03 -0.12 0.01
H 0.65219 2.61399 1.35833 0.07 -0.03 -0.08
H 0.02203 3.21187 2.88949 0.02 0.04 0.05
C 3.35691 -0.21095 -4.20702 -0.18 0.39 -0.33
C 4.31050 -0.17807 -3.08131 1.77 0.83 -0.43
C 5.62258 0.40861 -3.07609 -2.69 -0.57 -1.52
C 6.15491 0.16745 -1.85099 -0.86 -1.41 2.70
C 5.16840 -0.57000 -1.10610 1.81 0.83 -0.34
C 5.31226 -1.11475 0.26014 0.21 0.17 0.35
N 4.06980 -0.75014 -1.87190 -0.64 -0.28 -0.63
H 3.87317 -0.46162 -5.13548 -0.12 -0.07 -0.03
H 2.89878 0.77372 -4.33807 -0.17 -0.11 -0.13
H 2.55952 -0.92656 -4.01963 -0.10 -0.11 -0.14
H 6.06962 0.93139 -3.90607 -0.03 0.00 -0.07
H 7.12263 0.45527 -1.47271 0.03 -0.04 0.06
H 6.27484 -1.61932 0.36519 -0.07 -0.09 0.11
H 4.51092 -1.81153 0.49184 0.03 -0.15 0.11
H 5.29504 -0.30878 0.99958 -0.05 -0.15 0.18
```
Positions in Å, forces in eV/Å.

The largest force on an atom is 3.2 eV Å⁻¹. For the energy relative to the best compared isomer or geometry (same formula, charge and spin), the calculation gives 177.3 kJ/mol. Its total charge is +1. The value obtained for the HOMO-LUMO gap (alpha / beta) is 4.83 / 2.51 eV. Its multiplicity is 2. The value obtained for the highest occupied orbital energy (alpha / beta) is -8.10 / -8.10 eV.

***

C24H64N5O9Zn as an isolated structure, computed with ωB97M-V/def2-TZVPD.

```
103
Properties=species:S:1:pos:R:3:forces:R:3
Zn 8.70963 -16.65014 -2.89405 -1.38 0.89 -1.57
O 7.34492 -17.99014 -3.10608 -1.11 -1.41 -0.16
H 7.19960 -18.95587 -3.13376 1.11 0.80 -0.12
C 8.17409 -13.48243 -0.76235 0.24 1.49 0.86
C 8.07365 -14.92717 -0.35050 0.90 -0.34 0.40
C 7.31375 -15.24870 0.94937 0.06 0.43 1.32
O 7.72895 -14.46139 2.06144 -0.65 0.17 0.14
C 7.03292 -14.78597 3.31807 0.23 0.70 -1.07
N 7.49541 -15.66306 -1.47879 -0.81 -0.75 0.74
H 7.28516 -12.90138 -0.51682 -0.28 -0.20 0.15
H 8.37127 -13.23306 -1.80496 0.04 -0.79 -0.26
H 8.97253 -12.97578 -0.22023 -0.02 -0.08 0.23
H 9.06783 -15.35469 -0.22031 0.33 0.21 0.09
H 7.46948 -16.25834 1.32946 0.06 -0.68 -0.92
H 6.24680 -15.14623 0.75137 -0.44 0.26 0.02
H 7.27465 -15.78204 3.68891 0.32 0.03 -0.04
H 5.94935 -14.72121 3.21911 -0.12 -0.04 -0.39
H 7.30467 -13.98857 4.00974 0.29 -0.34 0.00
H 7.00379 -16.46198 -1.10444 0.13 -0.92 0.31
H 6.67498 -15.14230 -1.75412 -0.04 0.53 -0.84
C 7.88376 -13.52934 -5.46283 0.17 0.83 0.19
C 7.02188 -14.43373 -4.56908 -1.81 2.67 -1.25
C 5.57405 -14.63332 -5.16362 1.31 1.25 0.84
O 4.75612 -15.44494 -4.28700 1.25 0.25 -0.58
C 3.51414 -15.52116 -4.90922 -1.96 -0.10 -0.15
N 7.63834 -15.67863 -4.43944 -0.37 -1.98 -0.33
H 8.17172 -13.93700 -6.43184 -0.46 -0.57 -0.08
H 8.85042 -13.31659 -5.00631 -0.06 -0.08 0.42
H 7.47342 -12.54327 -5.68051 -0.35 -0.07 0.18
H 6.82958 -13.99081 -3.59186 0.37 0.28 0.12
H 5.68276 -15.01890 -6.17731 -0.32 -0.52 -0.09
H 5.10285 -13.65280 -5.23185 -0.07 0.08 -0.10
H 2.72248 -15.91964 -4.27472 0.40 -0.63 0.51
H 3.53650 -16.10790 -5.82755 0.08 0.04 -0.17
H 3.06212 -14.54845 -5.10316 0.47 0.37 -0.41
H 8.00353 -15.93968 -5.34421 0.62 -0.13 -0.31
H 6.80024 -16.24227 -4.44072 0.23 -1.31 0.68
C 4.94917 -20.68528 -3.38409 0.70 -0.24 -0.88
C 4.05440 -19.47155 -3.60114 -0.77 -1.42 2.86
C 2.65021 -19.79457 -3.10195 -1.73 -1.29 -0.35
O 1.97152 -20.71771 -3.96453 1.21 1.08 -1.06
C 0.62276 -20.98037 -3.65812 -0.60 -0.32 0.76
N 4.58763 -18.33229 -2.85396 -1.00 -0.65 -3.06
H 5.98926 -20.36362 -3.43746 0.18 -0.31 -0.21
H 4.76343 -21.41547 -4.17176 0.09 0.12 -0.11
H 4.84067 -21.24954 -2.45785 -0.41 0.56 0.22
H 4.05340 -19.15605 -4.64447 -0.01 0.31 -0.50
H 2.05941 -18.89365 -2.93640 -0.12 0.22 -0.04
H 2.70852 -20.38577 -2.18806 0.41 0.69 0.66
H 0.49161 -21.00734 -2.57637 -0.04 -0.26 0.21
H 0.35046 -21.94904 -4.07720 0.29 0.02 0.06
H -0.12751 -20.27736 -4.02001 0.42 0.52 -0.36
H 4.06874 -17.47617 -2.98777 -0.63 0.60 0.89
H 5.51765 -18.18611 -3.21972 2.03 0.64 1.07
C 8.98471 -20.88988 -1.47318 0.03 -1.47 0.32
C 7.92300 -20.71222 -0.38452 1.51 0.38 -0.12
C 8.47230 -21.11655 1.04792 -1.08 -0.53 -2.02
O 8.66760 -22.53449 0.94974 0.03 0.97 -0.03
C 9.67294 -23.05201 1.80293 0.10 0.25 0.06
N 7.53741 -19.29856 -0.48842 -0.57 0.18 0.99
H 9.86190 -20.25821 -1.33309 -0.07 0.25 0.08
H 8.53964 -20.71445 -2.45258 0.09 0.09 -0.16
H 9.33389 -21.92216 -1.44961 0.14 -0.07 -0.20
H 7.09093 -21.37468 -0.62307 -0.19 0.13 0.24
H 7.67617 -20.83555 1.73735 0.16 -0.18 0.48
H 9.39888 -20.59259 1.28252 0.14 0.06 0.01
H 10.63226 -22.54891 1.68176 0.11 0.33 -0.23
H 9.85240 -24.08866 1.51787 -0.37 0.00 0.32
H 9.38163 -22.90605 2.84309 -0.02 -0.47 0.16
H 8.39628 -18.78279 -0.36030 0.25 0.33 0.50
H 7.31441 -19.04040 -1.43907 -0.27 -0.26 0.10
C 12.42058 -14.71217 -4.06081 1.49 -0.88 0.11
C 11.03997 -15.25671 -4.30966 -0.21 1.84 -1.58
C 11.01572 -16.59886 -4.95451 0.36 -3.27 0.61
O 9.75700 -17.34849 -4.80392 -0.34 0.98 0.85
C 9.74571 -18.67825 -5.37076 1.41 0.49 -0.04
N 10.30034 -15.23139 -3.06479 -0.64 -0.39 1.02
H 12.84192 -15.32295 -3.26237 0.47 -0.02 0.06
H 12.52312 -13.67286 -3.74865 -0.75 0.06 0.05
H 13.08744 -14.78074 -4.92027 -0.10 -0.25 -0.13
H 10.63577 -14.53314 -5.01758 -0.92 0.03 0.25
H 11.72991 -17.17197 -4.36327 0.41 -0.44 0.08
H 11.35421 -16.75692 -5.97849 -0.10 0.97 -0.17
H 9.96622 -18.53598 -6.42870 -0.19 -0.44 -0.09
H 8.83281 -19.25051 -5.20565 -0.25 0.81 0.07
H 10.54227 -19.25162 -4.89660 0.20 -0.12 -0.11
H 10.61415 -15.91346 -2.38922 1.45 -0.84 0.01
H 10.62573 -14.43532 -2.53519 -0.69 0.84 -0.03
C 10.30385 -15.22102 -9.70233 -0.84 -0.54 -0.19
C 8.82235 -15.66848 -9.68253 0.56 1.14 -2.37
O 8.56872 -16.27276 -8.47164 -1.14 -1.87 2.63
C 7.44801 -17.02630 -8.29028 0.19 0.04 -1.50
O 6.64433 -17.35754 -9.11252 0.11 0.43 -0.20
O 7.39432 -17.39777 -7.02399 0.60 -0.40 2.36
C 6.25071 -18.10728 -6.50033 -0.38 0.05 -0.81
H 10.49399 -14.62294 -10.59354 -0.12 0.41 0.32
H 10.97956 -16.06754 -9.82446 -0.19 -0.26 0.23
H 10.54602 -14.72795 -8.76087 0.09 0.34 -0.25
H 8.59727 -16.28317 -10.55408 0.17 -0.61 0.23
H 8.10151 -14.86189 -9.81637 0.28 0.55 0.18
H 6.32330 -18.27024 -5.42503 0.65 0.83 0.07
H 6.13212 -19.13015 -6.85776 0.21 0.19 -0.81
H 5.37472 -17.50995 -6.75322 -0.20 -0.28 0.08
```
Positions in Å, forces in eV/Å.

The largest force on an atom is 3.5 eV Å⁻¹. Its total charge is +2. The value obtained for the HOMO-LUMO gap (alpha / beta) is 8.18 / 3.67 eV. Its multiplicity is 2. The value obtained for the highest occupied orbital energy (alpha / beta) is -13.60 / -13.58 eV.

***

Which of these has the highest largest force on an atom?
C24H64N5O9Zn

***

Which value of largest force on an atom does entry 1 give?
0.9 eV Å⁻¹

***

The highest largest force on an atom belongs to which entry?
C24H64N5O9Zn

***

The highest total charge belongs to which entry?
C24H64N5O9Zn